Molecular formula: C6H6Si
Method: DFT, ωB97M-V/def2-TZVPD

Geometry as ORCA input:
```
! wB97M-V def2-TZVPD RIJCOSX def2/J DEFGRID3
* xyz 0 1
C -3.28802 1.02581 0.60214
C -2.52513 0.32588 -0.01912
Si -1.56870 -0.54731 -1.26693
C -0.39051 -1.78133 -0.74916
C 0.78002 -1.74577 -0.12143
H -3.49821 1.73528 1.33084
H -2.43868 -0.41363 -2.42092
H 1.26874 -2.57910 0.27013
H 1.30654 -0.80359 -0.28186
C 2.41611 1.84559 1.32529
C 1.73100 2.05958 0.38010
H 3.08969 1.60018 2.01236
H 1.44940 2.34260 -0.55077
*
```

The value obtained for the total energy is -521.4268 Eh. The SMILES is C#C[SiH]=C=C.C#C. The molar mass is 106.2 g/mol. Its energy relative to the best compared isomer or geometry (same formula, charge and spin) is 83.9 kcal/mol.

***

Molecular formula: C17H44BN2O8S
Method: DFT, ωB97M-V/def2-TZVPD

Geometry as ORCA input:
```
! wB97M-V def2-TZVPD RIJCOSX def2/J DEFGRID3
* xyz 1 1
C -0.33894 -3.02575 -1.33492
N -1.12674 -1.88932 -1.87069
C -2.36457 -1.66433 -1.09305
B -0.33442 -0.73568 -2.01936
O -0.26778 0.41852 -1.32854
S 0.78116 -0.80745 -3.64113
C 2.49646 -0.31342 -3.22456
C 2.92581 -0.68851 -1.82181
O 3.01985 -2.10228 -1.80999
C 4.27710 -0.03489 -1.51582
N 4.22259 1.39929 -1.73520
H 0.62379 -3.10656 -1.84520
H -0.14708 -2.90021 -0.26609
H -0.87591 -3.95695 -1.50732
H -3.14082 -1.25074 -1.73259
H -2.72500 -2.63379 -0.75214
H -2.21778 -1.04289 -0.20688
H -0.19144 0.34316 -0.36539
H 0.35812 0.32348 -4.22782
H 3.10551 -0.87477 -3.93216
H 2.62995 0.75012 -3.40351
H 2.20648 -0.34050 -1.07024
H 3.47392 -2.39427 -1.00880
H 5.03070 -0.49463 -2.15682
H 4.51639 -0.29322 -0.47378
H 3.63178 1.86151 -1.05563
H 5.13970 1.82214 -1.70563
C -7.01633 1.74970 -4.12558
O -7.71302 0.69492 -3.50842
C -7.04237 -0.54351 -3.60980
C -7.47983 -1.49062 -2.51598
O -6.90925 -1.22233 -1.24387
C -7.42481 -0.10994 -0.52481
C -8.80386 -0.32645 0.05541
O -9.79440 -0.17552 -0.93947
C -11.01676 -0.78178 -0.58313
H -6.90196 1.58431 -5.20353
H -7.59430 2.65777 -3.96903
H -6.02095 1.88108 -3.68186
H -5.95521 -0.39281 -3.54674
H -7.27095 -1.00472 -4.58111
H -7.11456 -2.48492 -2.78265
H -8.56930 -1.53262 -2.46274
H -7.40633 0.79909 -1.13006
H -6.73672 0.02262 0.31303
H -8.96764 0.41195 0.85334
H -8.85598 -1.32957 0.49858
H -10.88911 -1.85549 -0.40310
H -11.70381 -0.64068 -1.41438
H -11.44663 -0.32315 0.31461
C 7.80638 -0.37774 1.40102
O 7.23379 0.63581 2.19174
C 5.82495 0.63881 2.15205
C 5.23713 1.28222 3.38884
O 5.24382 0.44624 4.52759
C 6.48180 0.28503 5.21004
C 6.89472 1.48359 6.03161
O 7.43840 2.49259 5.20290
C 7.43260 3.75989 5.82191
H 7.56241 -0.24677 0.33792
H 8.88532 -0.31565 1.52065
H 7.46925 -1.37061 1.72140
H 5.44224 -0.38849 2.06710
H 5.49781 1.21269 1.26771
H 4.17939 1.46988 3.18345
H 5.72176 2.24153 3.58367
H 7.28155 0.00380 4.52159
H 6.31420 -0.54517 5.89780
H 7.64714 1.16304 6.76535
H 6.02300 1.86724 6.57696
H 6.41496 4.06441 6.09253
H 7.83902 4.47297 5.10800
H 8.05360 3.76931 6.72453
*
```

The value obtained for the total energy is -1808.2812 Eh. The molar mass is 447.4 g/mol.

***

Molecular formula: C55H56N11O18
Method: DFT, ωB97M-V/def2-TZVPD

Geometry as ORCA input:
```
! wB97M-V def2-TZVPD RIJCOSX def2/J DEFGRID3
* xyz 1 1
C 6.41782 -4.25795 -1.02978
C 5.86413 -2.99686 -0.26851
O 6.84673 -2.37573 0.58418
C 5.16710 -1.91582 -1.22652
O 3.86442 -1.65310 -0.66530
C 2.79859 -1.96255 -1.56037
C 1.44510 -1.62503 -0.80784
N 1.27039 -2.46599 0.43323
C 1.77031 -3.77199 0.23188
N 2.15288 -4.49105 1.28188
N 1.92509 -4.34584 -1.08212
C 2.71046 -3.46582 -2.00418
H 6.19659 -5.15416 -0.37597
H 7.53677 -4.24887 -1.13796
H 5.88683 -4.46301 -1.99779
H 5.05640 -3.37327 0.43476
H 6.32783 -1.71049 1.06779
H 5.15149 -2.26024 -2.29330
H 5.75769 -0.96472 -1.18905
H 2.82309 -1.31682 -2.48623
H 0.62136 -1.94489 -1.49440
H 1.37173 -0.53528 -0.55005
H 1.93388 -2.03538 1.10160
H 2.77409 -4.16523 2.01967
H 1.86386 -5.46944 1.30862
H 1.00847 -4.53058 -1.50239
H 3.69137 -3.96503 -2.19765
H 2.16108 -3.47059 -2.99248
C -1.40589 4.87747 -1.44147
C -1.88246 3.77776 -0.73461
C -1.47556 2.49771 -1.08265
C -0.58609 2.33168 -2.13936
C -0.10995 3.42482 -2.85654
C -0.52476 4.70083 -2.50280
N -0.13559 0.98956 -2.49326
O -0.58377 0.04690 -1.85737
O 0.66747 0.87543 -3.39949
H -1.72027 5.87271 -1.16476
H -2.56931 3.91981 0.09079
H -1.85229 1.64886 -0.52619
H 0.57855 3.29825 -3.68220
H -0.15899 5.56010 -3.05112
C 4.45799 -0.42155 3.93491
C 4.75957 0.79432 4.53716
C 4.23936 1.97445 4.02010
C 3.41515 1.92324 2.90217
C 3.11463 0.71423 2.28941
C 3.64004 -0.46023 2.81017
N 2.84350 3.15991 2.36722
O 3.13986 4.20207 2.91317
O 2.10044 3.07061 1.40740
H 4.86083 -1.34185 4.34379
H 5.39766 0.82298 5.41172
H 4.48059 2.91476 4.49793
H 2.47665 0.67260 1.41548
H 3.40903 -1.41060 2.34036
C -2.48642 9.60822 3.81316
C -2.06016 8.30675 3.57242
C -1.59004 7.95012 2.31605
C -1.54752 8.90713 1.30852
C -1.97850 10.20879 1.53704
C -2.44979 10.55670 2.79654
N -1.02997 8.53943 -0.00845
O -0.67677 7.38297 -0.17812
O -0.97576 9.40295 -0.85911
H -2.84805 9.88439 4.79707
H -2.09230 7.57020 4.36620
H -1.26040 6.93394 2.13913
H -1.95115 10.95485 0.75325
H -2.78565 11.56850 2.98743
C -5.90079 3.92087 1.38870
C -5.01720 4.98277 1.54857
C -4.92500 5.63308 2.77194
C -5.72081 5.20791 3.82944
C -6.61231 4.15263 3.67715
C -6.69999 3.50892 2.44945
N -5.60911 5.87654 5.12626
O -4.83142 6.80772 5.21548
O -6.29553 5.46375 6.03834
H -5.96654 3.41171 0.43344
H -4.39789 5.30230 0.71882
H -4.23420 6.45934 2.88608
H -7.23672 3.82304 4.49760
H -7.38916 2.68352 2.31969
C -1.49138 -4.40408 -3.36830
C -1.51481 -3.08093 -2.93965
C -2.69023 -2.52699 -2.44863
C -3.83517 -3.30994 -2.38868
C -3.82414 -4.63260 -2.82164
C -2.64532 -5.17991 -3.31373
N -5.06921 -2.73779 -1.84966
O -5.04887 -1.57552 -1.49776
O -6.04515 -3.46062 -1.78106
H -0.57246 -4.82975 -3.74403
H -0.61390 -2.48072 -2.98590
H -2.69522 -1.49593 -2.11838
H -4.71706 -5.24368 -2.77974
H -2.62509 -6.20596 -3.64954
C 3.66826 -8.42947 -5.77716
C 3.19666 -8.85032 -4.53817
C 1.95855 -8.41831 -4.08214
C 1.19971 -7.56759 -4.87902
C 1.66638 -7.13590 -6.11581
C 2.90698 -7.57070 -6.56278
N -0.11578 -7.12955 -4.41440
O -0.48791 -7.50905 -3.31821
O -0.76804 -6.41050 -5.15033
H 4.63293 -8.77341 -6.13265
H 3.79376 -9.51836 -3.92953
H 1.60002 -8.75181 -3.11677
H 1.07969 -6.47028 -6.73625
H 3.27965 -7.24378 -7.52569
C 8.42287 7.49743 4.19206
C 8.75177 6.20153 3.80993
C 8.14081 5.11853 4.42718
C 7.19820 5.34693 5.42348
C 6.86859 6.63871 5.81708
C 7.48640 7.71599 5.19645
N 6.53390 4.21020 6.05934
O 6.85794 3.08926 5.70501
O 5.69200 4.44360 6.90268
H 8.89788 8.34100 3.70418
H 9.48296 6.03621 3.02812
H 8.40357 4.11366 4.12286
H 6.13867 6.81913 6.59572
H 7.23566 8.72707 5.49268
C -8.53406 -6.73543 -0.51102
C -9.48754 -7.63515 -0.97507
C -9.87384 -7.61255 -2.30884
C -9.29438 -6.68663 -3.16873
C -8.34638 -5.77887 -2.71185
C -7.96734 -5.80590 -1.37660
N -9.67983 -6.67550 -4.58048
O -10.52490 -7.47003 -4.94303
O -9.12967 -5.87479 -5.31166
H -8.23057 -6.75928 0.52975
H -9.92761 -8.35648 -0.29715
H -10.61657 -8.31674 -2.66087
H -7.89703 -5.05334 -3.37815
H -7.22722 -5.10515 -1.01121
*
```

The value obtained for the total energy is -4085.0460 Eh. The molar mass is 1159.1 g/mol.